Formula: C2HFFeO2
Source: the OMol25 dataset
Level of theory: the ωB97M-V functional and the def2-TZVPD basis

Results
Orbital gap (spin up / spin down), Ha: 0.257 / 0.220
HOMO energy (spin up / spin down), eV: -3.69 / -3.71
2S+1: 6
Lowest unoccupied orbital energy (spin up / spin down), eV: 3.3 / 2.3
Net charge: -1
E, a.u.: -1590.71809

Geometry (Å):
1 Fe 2.258 1.253 0.599
2 F -2.149 1.308 0.536
3 O -2.060 -1.020 -0.230
4 O 1.409 -0.208 0.117
5 C -0.764 -1.272 -0.286
6 C 0.419 -0.986 -0.158
7 H -2.252 -0.027 0.077

=====

Formula: C19H23NO5S
Source: the OMol25 dataset
Level of theory: the ωB97M-V functional and the def2-TZVPD basis

Results
Orbital gap, Ha: 0.322
HOMO energy, eV: -8.49
Energy relative to the best compared isomer or geometry (same formula, charge and spin), kcal per mole: 471.01
Lowest unoccupied orbital energy, eV: 0.3
Net charge: 0
E, a.u.: -1566.22317

Geometry (Å):
1 S -1.804 1.132 -1.230
2 O 1.703 2.572 -0.358
3 O -2.653 -0.730 1.083
4 O -0.929 -2.189 -0.204
5 O 1.031 1.028 -1.862
6 O 3.179 -1.659 -1.337
7 N 3.394 0.519 -0.252
8 C -0.436 -1.175 0.829
9 C 2.824 -0.095 2.259
10 C -0.630 -3.736 -1.858
11 C -3.746 -1.826 -0.439
12 C -3.203 -1.772 0.931
13 C 1.002 -1.281 1.138
14 C -0.958 0.330 2.455
15 C 3.757 -0.308 1.351
16 C -1.240 2.877 0.215
17 C -3.035 1.910 -0.831
18 C 3.106 -0.263 -1.140
19 C 0.136 -3.246 -0.936
20 C 2.408 0.803 -2.200
21 C 0.761 1.861 -1.039
22 C -0.645 1.939 -0.693
23 C 1.356 -0.215 1.912
24 C 0.455 0.645 2.435
25 C -2.563 3.050 0.250
26 C -1.379 -0.622 1.480
27 H -2.579 -2.536 1.158
28 H 2.356 0.091 -3.059
29 H -1.450 1.042 2.721
30 H 0.069 -4.624 -2.394
31 H 0.718 -3.663 -0.209
32 H -4.098 1.673 -0.834
33 H -2.846 -1.900 -1.131
34 H -4.310 -2.660 -0.804
35 H -1.130 -3.143 -2.713
36 H -0.552 3.539 0.980
37 H -4.184 -1.798 1.559
38 H -1.496 -4.469 -1.315
39 H 3.806 -1.560 0.949
40 H 3.028 1.041 2.771
41 H 2.854 1.542 -2.140
42 H 1.650 -1.863 0.829
43 H -4.315 -1.134 -0.716
44 H 3.009 -0.682 3.317
45 H 2.998 1.396 0.341
46 H 4.733 -0.079 1.479
47 H 0.688 1.480 3.144
48 H 0.837 -2.477 -1.204
49 H -3.363 3.574 0.928

=====

Formula: C63H71AsN4OPSSiTi
Source: the OMol25 dataset
Level of theory: the ωB97M-V functional and the def2-TZVPD basis

Results
Orbital gap, Ha: 0.217
HOMO energy, eV: -3.58
Lowest unoccupied orbital energy, eV: 2.3
Net charge: -1
E, a.u.: -6851.77002

Geometry (Å):
1 As 1.200 -1.610 1.121
2 Ti 0.088 0.742 -0.880
3 S 2.300 1.273 -1.512
4 P 2.275 2.646 1.129
5 Si 0.174 0.817 -4.567
6 O -1.282 0.260 1.255
7 N -3.343 0.877 -0.697
8 N -0.788 2.474 -0.429
9 N -0.081 0.687 1.817
10 N 0.278 -1.182 -0.437
11 C -1.292 0.344 -5.723
12 C 1.889 1.214 0.200
13 C 3.271 -5.459 1.162
14 C -0.585 -2.123 3.447
15 C 3.195 2.753 5.070
16 C -4.658 0.421 -0.820
17 C -0.168 1.403 2.869
18 C -1.196 -3.417 1.530
19 C 0.651 4.697 2.110
20 C -4.041 -3.004 -1.363
21 C -5.667 1.291 -1.294
22 C -4.648 2.527 -3.209
23 C 2.196 2.272 2.910
24 C -1.734 -2.569 4.092
25 C 1.018 2.278 -5.495
26 C 0.213 5.960 2.445
27 C -1.116 -1.591 -2.318
28 C 6.522 3.064 -0.557
29 C -2.047 2.790 -0.001
30 C 3.477 -2.987 -0.019
31 C 4.177 3.543 -0.576
32 C 5.421 3.643 -1.167
33 C 4.341 -4.012 -0.378
34 C -3.955 -1.957 -0.247
35 C 1.872 4.499 1.468
36 C -0.893 -4.043 0.206
37 C 0.492 -3.648 -3.206
38 C 3.713 -1.611 -0.556
39 C 0.055 -1.891 -1.583
40 C 2.392 -4.452 1.539
41 C 2.632 5.616 1.145
42 C -6.976 0.844 -1.358
43 C -3.180 1.932 0.020
44 C 6.354 2.328 0.605
45 C -4.994 -0.904 -0.509
46 C -2.630 -3.426 3.479
47 C -0.151 3.639 -0.637
48 C -0.970 4.719 -0.340
49 C 0.853 -2.939 -2.080
50 C 1.017 1.861 3.562
51 C 0.393 -1.342 4.278
52 C -0.667 -3.348 -3.902
53 C -0.325 -2.496 2.123
54 C 5.075 -6.423 -0.285
55 C 2.404 -3.228 0.855
56 C 2.028 2.356 5.708
57 C 0.948 1.953 4.957
58 C 4.013 2.852 0.626
59 C 1.513 -0.546 -4.584
60 C 1.498 -4.734 2.714
61 C 4.214 -5.281 0.163
62 C -2.321 -3.867 2.203
63 C -0.450 1.370 -2.880
64 C -6.326 -1.290 -0.527
65 C -2.172 4.185 0.105
66 C -3.865 -3.926 4.171
67 C -7.322 -0.424 -0.929
68 C 3.246 2.760 3.691
69 C -5.357 2.657 -1.860
70 C -1.460 -2.305 -3.446
71 C 5.100 2.178 1.169
72 C 2.168 6.888 1.432
73 C 0.964 7.067 2.087
74 H -1.912 -2.251 5.110
75 H -4.023 2.322 0.614
76 H -3.870 -2.535 -2.328
77 H 2.040 -0.567 -5.534
78 H 1.955 2.396 6.785
79 H 3.596 5.506 0.673
80 H -5.026 -3.465 -1.380
81 H 5.533 4.168 -2.105
82 H 0.608 8.060 2.313
83 H -6.585 -2.295 -0.225
84 H 1.126 -4.462 -3.535
85 H 0.035 3.838 2.344
86 H -0.989 -0.302 -6.540
87 H 0.019 1.705 5.449
88 H -2.963 -1.504 -0.220
89 H -4.497 3.508 -3.656
90 H 1.244 2.023 -6.528
91 H 1.952 2.541 -5.007
92 H 0.176 -4.009 0.005
93 H -3.838 -5.013 4.254
94 H -0.725 6.077 2.971
95 H -4.755 -3.659 3.600
96 H 1.931 -5.530 3.319
97 H 4.962 1.533 2.026
98 H -8.353 -0.744 -0.936
99 H 2.244 -0.342 -3.805
100 H -0.952 -0.387 0.556
101 H -1.408 -3.520 -0.599
102 H 0.505 -5.051 2.398
103 H 4.043 3.091 5.653
104 H -1.138 1.659 3.303
105 H 0.810 -1.990 5.054
106 H 0.385 3.161 -5.506
107 H 3.310 3.988 -1.050
108 H -1.784 -0.817 -1.945
109 H -2.957 -4.601 1.724
110 H 4.115 3.184 3.211
111 H -4.726 3.247 -1.196
112 H 1.395 -3.842 3.328
113 H -3.310 -3.798 -1.234
114 H -0.111 -0.518 4.778
115 H 4.455 -7.189 -0.751
116 H 7.206 1.851 1.071
117 H 5.813 -6.096 -1.013
118 H 5.129 -3.812 -1.092
119 H -3.055 4.729 0.398
120 H -5.235 1.916 -3.893
121 H -1.550 1.275 -2.855
122 H -4.124 -2.437 0.720
123 H -6.295 3.201 -1.994
124 H 2.964 -1.319 -1.300
125 H -3.677 2.058 -3.070
126 H 1.106 -1.534 -4.413
127 H 1.214 -0.953 3.672
128 H 3.647 -0.879 0.256
129 H -2.075 -0.165 -5.173
130 H -0.946 -3.910 -4.781
131 H 4.696 -1.533 -1.015
132 H 5.589 -6.878 0.560
133 H 1.754 -3.224 -1.560
134 H -3.960 -3.502 5.169
135 H -7.747 1.503 -1.742
136 H 0.861 3.669 -1.022
137 H -0.709 5.756 -0.435
138 H 7.503 3.156 -1.004
139 H -0.248 2.452 -2.854
140 H 2.762 7.744 1.142
141 H 3.218 -6.413 1.673
142 H -2.382 -2.075 -3.964
143 H -1.222 -5.083 0.195
144 H -1.729 1.240 -6.154

=====

Formula: C24H20Cl3I2N3O4SSn
Source: the OMol25 dataset
Level of theory: the ωB97M-V functional and the def2-TZVPD basis

Results
Orbital gap (spin up / spin down), Ha: 0.174 / 0.139
HOMO energy (spin up / spin down), eV: -13.73 / -13.71
Energy relative to the best compared isomer or geometry (same formula, charge and spin), kcal per mole: 0.00
Lowest unoccupied orbital energy (spin up / spin down), eV: -9.0 / -9.9
Net charge: +2
E, a.u.: -3979.63213

Geometry (Å):
1 I 3.813 -11.076 -1.581
2 I 4.927 -12.629 -3.684
3 Sn 5.743 -16.245 -2.368
4 Cl 8.178 -16.699 -0.282
5 Cl 12.554 -19.296 -1.886
6 Cl 7.913 -20.138 -4.384
7 S 3.698 -15.896 0.190
8 O 6.960 -18.247 -2.613
9 O 3.545 -14.952 -0.916
10 O 2.540 -16.250 0.977
11 O 4.389 -17.519 -3.315
12 N 3.938 -19.193 -1.488
13 N 5.930 -15.906 -5.013
14 N 4.435 -17.173 -0.503
15 C 6.876 -13.891 2.726
16 C 7.888 -13.341 3.640
17 C 8.882 -19.399 -3.174
18 C 6.698 -15.300 2.752
19 C 10.159 -19.721 -2.936
20 C 5.558 -14.607 -7.017
21 C 4.523 -16.771 -6.765
22 C 3.877 -19.213 0.923
23 C 5.067 -16.817 -5.505
24 C 8.220 -18.401 -2.389
25 C 3.649 -20.528 -1.576
26 C 3.761 -20.609 0.811
27 C 5.690 -15.903 2.013
28 C 10.879 -18.945 -2.010
29 C 6.036 -13.108 1.906
30 C 10.267 -18.023 -1.185
31 C 8.940 -17.758 -1.387
32 C 4.088 -18.497 -0.303
33 C 5.074 -13.697 1.118
34 C 4.793 -17.986 -4.567
35 C 4.932 -15.103 1.216
36 C 3.701 -21.263 -0.432
37 C 4.640 -15.562 -7.475
38 C 6.174 -14.819 -5.792
39 H 3.793 -18.726 1.882
40 H 5.564 -16.978 1.967
41 H 10.857 -17.433 -0.532
42 H 6.237 -12.028 1.891
43 H 10.709 -20.440 -3.551
44 H 4.017 -18.567 -2.327
45 H 5.744 -18.613 -4.488
46 H 5.782 -13.682 -7.579
47 H 4.007 -18.572 -5.096
48 H 8.893 -13.327 3.193
49 H 3.966 -15.351 -8.294
50 H 3.707 -21.199 1.738
51 H 3.628 -22.364 -0.481
52 H 4.440 -13.084 0.455
53 H 7.347 -15.926 3.350
54 H 3.882 -17.603 -7.107
55 H 7.663 -12.306 3.960
56 H 6.908 -14.112 -5.417
57 H 3.364 -20.910 -2.558
58 H 7.991 -13.965 4.555

=====

Formula: C4H8N2O
Source: the OMol25 dataset
Level of theory: the ωB97M-V functional and the def2-TZVPD basis

Results
Orbital gap, Ha: 0.298
Structure (SMILES): C=C=CC=O.NN
HOMO energy, eV: -8.00
Energy relative to the best compared isomer or geometry (same formula, charge and spin), kcal per mole: 101.44
Lowest unoccupied orbital energy, eV: 0.1
Net charge: 0
E, a.u.: -341.84200

Geometry (Å):
1 O 1.994 -0.736 -0.748
2 N -0.663 -1.348 0.629
3 N -1.742 -2.010 -0.088
4 C 2.353 0.318 -0.265
5 C 1.490 1.410 0.152
6 C -1.071 1.587 -0.239
7 C 0.178 1.369 0.016
8 H -1.841 -1.588 -1.010
9 H -0.386 -1.981 1.377
10 H -2.619 -1.782 0.376
11 H 3.429 0.510 -0.086
12 H -1.391 2.067 -1.150
13 H 0.141 -1.309 0.001
14 H -1.839 1.228 0.426
15 H 1.965 2.265 0.609

=====

Formula: C47H83FN17O2P2
Source: the OMol25 dataset
Level of theory: the ωB97M-V functional and the def2-TZVPD basis

Results
Orbital gap, Ha: 0.129
HOMO energy, eV: -2.25
Lowest unoccupied orbital energy, eV: 1.3
Net charge: -1
E, a.u.: -3704.19099

Geometry (Å):
1 P 1.503 -1.360 -1.482
2 P 1.408 0.842 -2.121
3 F -0.138 2.425 -4.692
4 O 1.681 -0.273 3.173
5 O 0.038 -2.217 -1.677
6 N -4.885 2.254 -0.846
7 N 2.081 -4.499 1.794
8 N -2.283 2.603 -2.679
9 N -2.352 1.648 -0.526
10 N -0.151 0.316 3.785
11 N -13.686 2.321 -1.146
12 N 5.507 -3.645 6.512
13 N 10.392 3.427 -2.323
14 N 9.258 -1.628 3.414
15 N -4.667 -4.866 -9.568
16 N 0.559 -3.545 -9.455
17 N -0.801 3.346 -0.971
18 N 0.497 -0.807 -4.326
19 N -3.554 -0.504 9.288
20 N -8.612 5.269 -1.178
21 N -9.306 -1.356 -1.371
22 N -6.564 1.870 10.093
23 C 4.101 1.900 -1.198
24 C -4.904 -6.958 -8.036
25 C -13.954 1.885 -0.119
26 C -1.191 0.240 4.276
27 C -4.771 -5.789 -8.894
28 C -11.081 0.474 -1.910
29 C 12.188 1.978 -1.118
30 C 2.145 0.470 0.873
31 C 1.424 -5.437 4.132
32 C -6.940 0.795 9.956
33 C 2.621 -2.344 -2.661
34 C -14.295 1.332 1.185
35 C 1.578 2.638 -2.795
36 C -1.860 -3.593 -8.492
37 C 2.234 0.593 -5.006
38 C 5.461 2.357 -1.876
39 C 0.665 3.231 -3.884
40 C 7.343 -5.057 7.702
41 C -6.404 5.572 0.170
42 C 1.791 -4.913 2.824
43 C 7.128 -1.214 4.856
44 C -1.366 2.139 -1.578
45 C 1.222 -0.395 1.786
46 C 6.616 2.386 -0.820
47 C -0.509 -3.569 -9.034
48 C 6.316 -4.268 7.036
49 C -6.942 0.671 -1.065
50 C 7.006 -0.164 0.763
51 C 0.480 -1.249 -5.570
52 C 8.319 -1.445 4.050
53 C 1.415 1.332 -0.215
54 C 11.187 2.793 -1.792
55 C 3.338 0.800 -2.005
56 C 1.287 -0.885 -6.655
57 C -3.580 0.630 9.113
58 C 2.225 0.139 -6.327
59 C 1.386 0.122 -3.951
60 C -7.638 5.402 -0.586
61 C -0.515 0.916 -2.011
62 C -7.404 -0.573 9.781
63 C -3.618 2.068 8.893
64 C 8.216 0.480 0.022
65 C -2.509 0.143 4.895
66 C 2.682 -1.246 3.413
67 C 7.704 1.326 -1.186
68 C -10.088 -0.549 -1.609
69 C -5.791 1.555 -0.942
70 H 3.616 -1.031 2.856
71 H -6.085 6.614 0.188
72 H -6.525 5.250 1.204
73 H 2.324 -2.302 3.266
74 H -14.654 0.307 1.099
75 H -7.109 0.105 -0.149
76 H -8.042 -0.884 10.609
77 H 8.800 -0.360 -0.407
78 H 6.271 2.318 0.221
79 H 6.578 0.624 1.413
80 H -15.078 1.916 1.669
81 H 7.364 0.595 -1.945
82 H 7.116 3.372 -0.914
83 H -0.269 -2.032 -5.812
84 H -10.659 1.273 -2.520
85 H -0.524 3.194 -0.002
86 H 5.310 3.394 -2.236
87 H 0.183 -0.057 1.787
88 H 2.590 2.708 -3.251
89 H 1.263 3.865 -4.577
90 H -2.534 -2.963 -9.072
91 H -6.810 -0.049 -1.872
92 H 8.568 1.853 -1.660
93 H -2.935 0.919 -0.920
94 H -2.142 3.587 -2.885
95 H -3.206 2.613 9.742
96 H 3.704 -0.140 -1.525
97 H -1.026 0.579 -2.933
98 H -2.273 -4.599 -8.497
99 H -2.862 -0.888 4.929
100 H -7.980 -0.682 8.862
101 H 0.163 -3.036 -2.169
102 H 12.887 1.541 -1.830
103 H 1.997 -2.846 -3.427
104 H -1.527 4.058 -0.899
105 H -0.786 0.133 -1.273
106 H 7.315 -1.004 1.399
107 H -2.901 2.430 -0.208
108 H -11.471 0.930 -1.002
109 H -5.948 -7.154 -7.793
110 H -4.505 -7.850 -8.518
111 H 6.231 -1.585 4.359
112 H 1.198 -1.321 -7.652
113 H -3.250 0.723 4.343
114 H 8.048 -5.475 6.984
115 H -4.368 -6.822 -7.097
116 H 0.385 1.286 0.206
117 H 12.767 2.569 -0.408
118 H 2.922 0.532 -7.075
119 H -0.010 3.976 -3.410
120 H 7.912 -4.452 8.408
121 H -3.043 2.355 8.011
122 H 1.635 3.416 -2.011
123 H 8.874 1.088 0.666
124 H -1.880 -3.234 -7.463
125 H 0.657 -4.822 4.603
126 H -4.639 2.416 8.747
127 H 6.978 -0.152 5.049
128 H 5.736 1.736 -2.741
129 H 7.197 -1.716 5.819
130 H 6.224 -0.412 0.027
131 H 6.907 -5.887 8.257
132 H 3.560 2.832 -0.988
133 H 2.931 -1.166 4.494
134 H 2.991 1.368 -4.817
135 H 3.349 -1.704 -3.180
136 H 1.314 -1.460 1.502
137 H 1.033 -6.452 4.056
138 H 2.283 -5.464 4.803
139 H -2.497 0.518 5.919
140 H 11.724 1.160 -0.566
141 H -6.566 -1.268 9.729
142 H -11.928 0.059 -2.455
143 H -13.431 1.325 1.850
144 H 1.655 2.401 -0.058
145 H 2.514 1.227 1.612
146 H -7.851 1.234 -1.273
147 H -5.590 4.986 -0.259
148 H -3.247 2.480 -2.408
149 H 3.055 -0.081 0.608
150 H 3.875 0.776 -2.972
151 H 3.085 -3.129 -2.039
152 H 4.422 1.500 -0.218

=====

Which value of E does entry 6 give? -3704.19099 a.u.

=====

What is the E in the sixth record? -3704.19099 a.u.

=====

Among the records above, which one has the lowest E? C63H71AsN4OPSSiTi

=====

Number 3 is which compound? C63H71AsN4OPSSiTi